Below is the molecule C10H8ClFN2 at a distorted geometry, with properties calculated with the ωB97M-V functional and the def2-TZVPD basis.

## Properties
- HOMO level (eV) = -9.732
- HOMO-LUMO gap (hartree) = 0.35202
- charge = 0
- SMILES = F[C@@]1(Cl)N=CC=C[C@H]1c1ccncc1
- strongest force on any atom (eV/A) = 5.477
- total energy (hartree) = -1055.3556

Each line ends with the natural charge from an NBO analysis.
CARTESIAN COORDINATES (ANGSTROEM)
C1 -1.48036 1.90646 -0.51410  -0.24
C2 -0.93167 -0.00923 0.89715  -0.24
C3 -2.77733 1.82141 0.03236  0.05
C4 -2.11992 0.11584 1.50594  0.03
C5 -0.57991 0.92151 -0.13225  0.00
C6 1.72377 -1.35532 -0.24652  -0.30
C7 1.21685 -0.47802 -1.12388  -0.10
C8 1.97365 -0.76390 1.17831  0.14
C9 0.78437 0.90761 -0.71338  -0.35
C10 1.92251 1.35847 0.35096  0.53
N1 -3.04014 1.02770 1.07212  -0.41
N2 2.07791 0.42142 1.48145  -0.44
F1 1.80264 2.58566 0.77104  -0.31
Cl1 3.45342 1.43740 -0.62173  -0.09
H1 -1.24719 2.67569 -1.33046  0.22
H2 -0.30012 -0.87120 0.91398  0.22
H3 -3.57916 2.32856 -0.44456  0.19
H4 -2.29962 -0.44585 2.35026  0.19
H5 1.97207 -2.33044 -0.45401  0.22
H6 1.12648 -0.79227 -2.23364  0.23
H7 2.10603 -1.62012 1.86848  0.19
H8 0.99663 1.62451 -1.46242  0.25